1.
This record from OMol25 describes the ion C2H2NO2 with charge -1. The level of theory is ωB97M-V with the def2-TZVPD basis set.

```
7
Properties=species:S:1:pos:R:3
C -0.709 -0.836 0.436
C 0.731 0.947 -0.355
N -0.363 0.357 0.485
O 1.918 0.871 -0.033
O 0.243 1.479 -1.374
H -1.831 -1.161 0.737
H 0.010 -1.658 0.104
```

## Properties
electronic energy: -7691.9478 eV
largest force on an atom: 2.6 eV/A
net charge: -1
SMILES string: C=NC(=O)[O-]
highest occupied orbital energy: -3.9 eV
Kohn-Sham gap: 8.4 eV
energy above the lowest of the compared OMol25 structures with the same formula, charge and spin: 0.4747 eV

---

2.
This record from OMol25 describes the ion C2H2NO2 with charge +1. The level of theory is ωB97M-V with the def2-TZVPD basis set.

```
7
Properties=species:S:1:pos:R:3
C 0.250 -0.700 0.081
C 0.024 0.534 0.010
N 2.654 -0.150 -0.014
O 1.832 -0.987 -0.020
O 2.623 0.990 -0.024
H -0.294 -1.584 -0.065
H 0.017 1.575 0.044
```

## Properties
electronic energy: -7675.5457 eV
largest force on an atom: 4.1 eV/A
net charge: +1
highest occupied orbital energy (spin up / spin down): -17.4 / -16.9 eV
Kohn-Sham gap (spin up / spin down): 9.4 / 8.5 eV
energy above the lowest of the compared OMol25 structures with the same formula, charge and spin: 7.5962 eV